No. 1
DFT (ωB97M-V/def2-TZVPD) results for 15 unconnected molecules or ions with the total composition C22H71ClN27O14 in a non-equilibrium geometry.

Summary:
LUMO level: 2.06 eV
total charge: -1
HOMO-LUMO gap: 9.1 eV
spin multiplicity: 1

XYZ file:
```
135
Properties=species:S:1:pos:R:3:lowdin_charge:R:1
Cl 10.541 15.258 13.746 -0.09
C 15.409 12.334 18.959 -0.58
O 14.668 12.730 19.832 0.03
N 14.809 11.455 17.960 0.12
N 16.687 12.876 18.671 0.14
H 15.423 10.705 17.607 0.09
H 13.927 11.026 18.178 0.07
H 17.195 13.224 19.458 0.08
H 17.290 12.360 18.061 0.08
C 9.406 19.490 14.241 -0.73
O 9.477 20.618 14.713 -0.02
N 8.771 18.478 14.818 0.18
N 9.729 19.311 12.971 0.20
H 9.144 17.552 14.594 0.03
H 8.629 18.520 15.811 0.10
H 10.029 20.078 12.403 0.10
H 9.826 18.401 12.531 0.06
C 14.065 18.544 11.929 -0.64
O 14.174 18.060 10.822 -0.01
N 14.791 19.551 12.439 0.17
N 13.238 17.955 12.893 0.19
H 14.336 19.923 13.299 0.05
H 15.511 20.032 11.919 0.11
H 12.494 17.335 12.666 0.04
H 13.312 18.390 13.806 0.07
C 10.785 12.008 18.005 -0.61
O 10.897 10.789 18.166 -0.03
N 11.328 12.884 18.924 0.18
N 10.089 12.622 16.985 0.19
H 10.988 13.827 18.888 0.06
H 12.014 12.595 19.591 0.08
H 10.190 13.592 16.891 0.04
H 9.691 12.119 16.178 0.11
C 12.429 12.680 11.568 -0.68
O 13.463 12.089 11.230 -0.04
N 12.052 13.846 10.934 0.15
N 11.655 12.252 12.561 0.19
H 12.616 14.063 10.098 0.11
H 11.207 14.328 11.127 0.03
H 11.774 11.321 12.939 0.10
H 10.953 12.877 12.950 0.01
C 10.159 9.510 15.220 -0.70
O 10.057 9.727 14.045 0.02
N 11.345 9.132 15.746 0.16
N 9.175 9.610 16.209 0.14
H 12.136 8.939 15.130 0.11
H 11.592 9.052 16.709 0.07
H 8.298 9.935 15.839 0.09
H 9.468 9.901 17.119 0.04
C 15.246 10.536 14.043 -0.65
O 15.770 9.745 14.806 0.00
N 14.377 11.532 14.541 0.15
N 15.385 10.671 12.662 0.12
H 13.979 12.318 14.031 0.06
H 14.427 11.604 15.535 0.04
H 16.068 10.088 12.110 0.12
H 14.551 10.952 12.139 0.04
C 15.162 18.072 17.350 -0.63
O 13.960 18.115 17.483 0.01
N 15.998 17.515 18.351 0.15
N 15.781 18.294 16.172 0.19
H 15.564 17.496 19.270 0.10
H 16.990 17.603 18.276 0.08
H 16.731 18.523 16.265 0.08
H 15.302 19.020 15.637 0.08
C 12.755 20.607 15.132 -0.67
O 13.944 20.359 14.894 -0.05
N 12.091 21.734 14.848 0.19
N 12.072 19.696 15.814 0.20
H 11.100 21.693 14.990 0.06
H 12.334 22.202 13.982 0.12
H 12.740 19.094 16.303 0.07
H 11.224 19.984 16.244 0.10
C 6.616 13.871 14.196 -0.65
O 5.591 13.696 14.847 0.00
N 7.241 15.100 14.207 0.12
N 7.230 12.951 13.332 0.15
H 8.252 15.216 13.995 -0.05
H 6.786 15.790 14.780 0.09
H 6.740 12.104 13.140 0.09
H 8.016 13.249 12.799 0.06
C 15.453 14.877 12.457 -0.67
O 16.286 15.604 12.966 0.02
N 15.557 14.305 11.173 0.14
N 14.246 14.666 13.022 0.16
H 15.208 13.350 11.215 0.06
H 16.441 14.522 10.730 0.10
H 14.003 15.323 13.758 0.09
H 13.503 14.502 12.318 0.05
C 14.542 16.852 7.720 -0.63
O 14.515 16.675 6.502 -0.02
N 14.959 18.128 8.144 0.11
N 14.233 15.926 8.744 0.15
H 14.603 18.518 9.028 0.05
H 14.915 18.739 7.340 0.09
H 14.227 16.415 9.649 0.05
H 14.331 14.949 8.651 0.07
C 10.398 16.182 17.655 -0.60
O 10.317 16.152 18.916 -0.03
N 9.248 15.983 16.812 0.12
N 11.562 16.434 16.975 0.17
H 9.389 16.012 15.802 -0.05
H 8.446 15.524 17.174 0.08
H 12.318 16.799 17.557 0.08
H 11.656 16.478 15.987 0.02
C 8.505 16.589 10.847 -0.06
C 9.111 17.059 9.482 -0.45
C 8.007 17.501 8.497 -0.16
C 8.453 18.393 7.414 -0.21
C 9.144 19.633 7.862 -0.16
C 10.350 19.358 8.725 -0.52
N 9.895 18.363 9.788 -0.05
O 10.917 18.143 10.790 -0.08
C 11.487 18.819 7.883 -0.02
C 10.712 20.645 9.439 -0.03
C 9.910 15.860 8.946 -0.04
H 7.799 15.771 10.676 0.08
H 7.893 17.370 11.340 0.09
H 9.238 16.115 11.519 0.01
H 7.528 16.590 8.026 0.14
H 7.232 17.929 9.122 0.11
H 7.563 18.530 6.750 0.13
H 9.139 17.841 6.710 0.13
H 8.448 20.205 8.479 0.12
H 9.536 20.300 7.086 0.13
H 11.425 19.323 6.932 0.08
H 12.542 19.057 8.156 0.08
H 11.505 17.751 7.766 0.07
H 11.544 20.477 10.110 0.08
H 11.052 21.394 8.717 0.10
H 9.794 20.911 9.933 0.08
H 10.058 15.927 7.837 0.09
H 9.429 14.881 9.096 0.09
H 10.907 15.871 9.346 0.04
H 11.557 17.608 10.302 0.07
```

No. 2
DFT (ωB97M-V/def2-TZVPD) results for 14 unconnected molecules or ions with the total composition C22H72N4O14 in a non-equilibrium geometry.

Summary:
LUMO level: -0.25 eV
total charge: 0
HOMO-LUMO gap: 8.1 eV
spin multiplicity: 1
energy relative to the best compared isomer or geometry (same formula, charge and spin): 3.3846 eV

XYZ file:
```
112
Properties=species:S:1:pos:R:3:lowdin_charge:R:1
C -1.697 2.866 1.785 -0.06
C -0.281 3.233 1.494 -0.36
O 0.046 4.163 2.412 -0.05
H -1.887 2.276 2.644 0.05
H -2.059 2.291 1.028 0.02
H -2.324 3.757 1.717 0.10
H -0.193 3.688 0.502 0.11
H 0.448 2.464 1.514 0.06
H 0.564 4.844 1.960 0.10
C 2.926 -2.723 -1.216 -0.05
C 3.789 -1.869 -0.166 -0.28
O 4.894 -1.307 -0.904 -0.10
H 2.025 -3.089 -0.747 0.03
H 3.563 -3.519 -1.673 0.10
H 2.512 -2.088 -1.953 0.03
H 4.040 -2.537 0.730 0.12
H 3.150 -1.077 0.254 0.07
H 5.352 -0.819 -0.169 0.10
C -2.676 -4.166 -0.611 -0.06
C -1.394 -3.697 -1.235 -0.36
O -0.876 -4.806 -1.797 -0.04
H -3.109 -3.553 0.109 0.03
H -2.730 -5.005 -0.052 0.05
H -3.355 -4.171 -1.391 0.07
H -0.686 -3.435 -0.467 0.09
H -1.493 -2.907 -2.028 0.11
H -0.354 -4.370 -2.481 0.10
C -2.642 -3.960 2.963 -0.08
C -1.478 -4.845 2.690 -0.34
O -1.847 -6.177 3.002 -0.06
H -3.311 -4.230 2.135 0.06
H -2.573 -2.848 2.722 0.08
H -3.207 -4.030 3.856 0.07
H -0.650 -4.536 3.409 0.13
H -1.186 -4.728 1.689 0.07
H -1.396 -6.794 2.406 0.09
C -0.516 -0.361 1.340 -0.04
C 0.046 -0.400 -0.046 -0.32
O 0.125 0.935 -0.419 -0.08
H -1.351 0.414 1.334 0.08
H 0.218 -0.079 2.027 0.03
H -0.817 -1.363 1.612 0.07
H -0.486 -0.981 -0.718 0.07
H 0.978 -0.897 -0.083 0.08
H 0.587 0.938 -1.240 0.02
C -1.534 3.693 -2.208 -0.05
C -1.813 5.005 -1.419 -0.27
O -0.582 5.645 -1.221 -0.09
H -0.764 3.113 -1.731 0.04
H -1.133 3.794 -3.182 0.06
H -2.282 2.955 -2.112 0.06
H -2.437 4.840 -0.641 0.07
H -2.417 5.631 -2.050 0.11
H -0.561 6.041 -0.304 0.13
C 0.229 1.564 4.269 -0.07
C 1.711 1.406 3.844 -0.37
O 2.501 1.679 4.897 -0.04
H -0.442 1.028 3.689 0.01
H -0.146 2.588 4.344 0.07
H 0.114 1.173 5.305 0.09
H 1.955 1.942 2.957 0.07
H 1.697 0.333 3.487 0.12
H 2.779 0.790 5.230 0.12
C -3.956 0.104 2.288 -0.08
C -5.277 -0.040 3.013 -0.35
O -6.227 0.700 2.338 -0.08
H -3.805 1.130 2.363 0.04
H -3.889 -0.183 1.260 0.05
H -3.146 -0.402 2.795 0.07
H -5.148 0.223 4.054 0.11
H -5.558 -1.103 3.121 0.12
H -6.169 1.698 2.564 0.14
C 3.549 0.185 -4.755 -0.71
O 3.692 -0.186 -6.050 -0.13
N 2.888 1.239 -4.417 0.14
N 4.242 -0.350 -3.799 0.16
H 2.314 1.655 -5.218 0.16
H 2.539 1.284 -3.434 0.06
H 4.546 -1.333 -3.950 0.13
H 3.956 -0.267 -2.817 0.05
C 3.320 1.575 -0.706 -0.61
O 2.691 0.806 -1.663 -0.13
N 4.523 2.042 -0.912 0.18
N 2.807 1.730 0.457 0.19
H 4.950 2.055 -1.852 0.14
H 5.189 2.293 -0.095 0.17
H 1.971 1.239 0.711 0.07
H 2.941 2.696 0.883 0.17
C 1.692 -4.382 1.438 -0.19
O 1.383 -3.066 1.773 -0.11
H 1.474 -5.095 2.218 0.07
H 2.682 -4.540 1.052 0.07
H 0.958 -4.717 0.656 0.09
H 1.916 -2.912 2.553 0.09
C -3.408 -0.840 -1.279 -0.16
O -2.885 0.435 -0.971 -0.11
H -4.457 -0.879 -1.680 0.10
H -3.442 -1.479 -0.375 0.06
H -2.851 -1.344 -2.097 0.06
H -2.125 0.296 -0.412 0.01
C 0.165 -0.286 -3.684 -0.09
O 0.252 1.032 -3.186 -0.14
H 1.094 -0.731 -3.905 0.07
H -0.387 -0.199 -4.546 0.07
H -0.422 -0.859 -2.971 0.07
H -0.357 1.626 -3.633 0.08
C 1.910 3.998 -3.089 -0.22
O 1.460 5.266 -2.988 -0.07
H 2.969 4.031 -3.237 0.08
H 1.572 3.403 -3.914 0.05
H 1.755 3.425 -2.170 0.07
H 0.538 5.357 -2.798 0.03
```

No. 3
DFT (ωB97M-V/def2-TZVPD) results for 14 unconnected molecules or ions with the total composition C22H76O26P4 in a non-equilibrium geometry.

Summary:
LUMO level: -0.04 eV
total charge: 0
HOMO-LUMO gap: 10.1 eV
spin multiplicity: 1
energy relative to the best compared isomer or geometry (same formula, charge and spin): 0.0000 eV

XYZ file:
```
128
Properties=species:S:1:pos:R:3:lowdin_charge:R:1
C -24.071 -34.080 21.925 -0.18
O -24.816 -35.254 22.057 -0.12
H -23.131 -34.346 22.408 0.07
H -23.905 -33.794 20.886 0.08
H -24.424 -33.183 22.435 0.08
H -24.559 -35.898 21.392 0.08
C -30.400 -28.545 20.093 -0.16
O -30.591 -27.737 18.927 -0.12
H -30.162 -27.992 21.001 0.07
H -31.308 -29.124 20.266 0.08
H -29.543 -29.214 20.016 0.07
H -30.178 -26.885 19.087 0.07
C -17.350 -16.243 21.313 -0.16
O -17.445 -15.239 20.297 -0.13
H -16.699 -17.081 21.063 0.07
H -16.783 -15.742 22.096 0.08
H -18.355 -16.614 21.517 0.08
H -17.846 -15.609 19.508 0.07
C -24.577 -16.751 19.035 -0.23
O -24.735 -18.082 19.013 -0.10
H -25.223 -16.372 19.827 0.08
H -23.549 -16.509 19.305 0.08
H -24.807 -16.336 18.054 0.09
H -24.449 -18.462 19.847 0.09
C -19.361 -18.664 15.975 -0.20
O -19.234 -17.298 15.923 -0.11
H -18.681 -19.236 15.342 0.07
H -19.136 -19.036 16.974 0.08
H -20.387 -18.880 15.678 0.08
H -19.522 -16.898 15.100 0.08
C -12.812 -28.591 24.290 -0.15
O -11.700 -27.697 24.112 -0.13
H -12.725 -29.317 23.482 0.07
H -12.904 -29.099 25.250 0.07
H -13.709 -28.026 24.036 0.07
H -11.050 -28.148 23.568 0.06
C -29.357 -32.989 26.557 -0.21
O -29.455 -33.159 25.193 -0.10
H -28.900 -32.006 26.669 0.07
H -30.279 -32.938 27.135 0.08
H -28.737 -33.728 27.065 0.08
H -28.702 -33.708 24.962 0.08
C -14.185 -22.902 20.900 -0.17
O -15.075 -23.552 19.998 -0.13
H -14.406 -21.840 21.004 0.07
H -14.116 -23.397 21.869 0.08
H -13.174 -22.910 20.494 0.07
H -14.878 -23.311 19.090 0.07
C -27.794 -16.692 26.568 -0.16
O -27.857 -17.886 25.767 -0.13
H -28.760 -16.189 26.529 0.08
H -27.759 -16.906 27.636 0.07
H -26.941 -16.072 26.292 0.08
H -26.967 -18.236 25.682 0.07
C -14.525 -18.802 27.687 -0.19
O -14.291 -19.674 26.622 -0.12
H -15.479 -19.105 28.120 0.07
H -13.808 -18.797 28.508 0.08
H -14.675 -17.791 27.307 0.08
H -14.056 -20.548 26.941 0.08
C -25.619 -22.731 13.318 -0.11
O -25.151 -22.696 11.978 -0.21
P -23.986 -23.693 11.468 0.47
O -23.391 -23.292 10.152 -0.26
O -22.911 -23.784 12.697 -0.24
C -21.787 -24.654 12.553 -0.11
O -24.747 -25.139 11.538 -0.25
C -25.514 -25.744 10.485 -0.09
H -26.641 -23.100 13.411 0.09
H -25.573 -21.706 13.685 0.09
H -25.032 -23.363 13.984 0.08
H -20.935 -23.976 12.603 0.09
H -21.656 -25.194 11.615 0.09
H -21.704 -25.293 13.432 0.09
H -24.766 -26.190 9.831 0.09
H -26.137 -25.050 9.922 0.09
H -26.249 -26.428 10.911 0.09
C -23.820 -26.197 24.111 -0.14
O -24.039 -24.805 24.157 -0.20
P -22.912 -23.826 23.471 0.46
O -23.248 -22.392 23.512 -0.24
O -21.520 -24.273 24.224 -0.25
C -20.306 -23.523 24.111 -0.11
O -22.777 -24.508 22.023 -0.23
C -21.667 -24.188 21.160 -0.09
H -24.637 -26.801 23.716 0.09
H -23.657 -26.553 25.129 0.09
H -22.922 -26.481 23.562 0.08
H -20.037 -23.354 25.154 0.09
H -20.362 -22.579 23.570 0.09
H -19.575 -24.212 23.687 0.09
H -21.122 -23.265 21.361 0.09
H -22.071 -24.010 20.164 0.09
H -21.075 -25.093 21.023 0.09
C -18.718 -29.402 28.611 -0.13
O -19.067 -29.614 27.271 -0.21
P -19.799 -30.996 26.864 0.40
O -19.081 -32.226 27.230 -0.24
O -21.214 -30.885 27.624 -0.22
C -21.911 -32.052 28.006 -0.11
O -20.188 -30.806 25.332 -0.21
C -19.234 -30.869 24.261 -0.09
H -18.808 -30.275 29.258 0.09
H -19.477 -28.718 28.993 0.09
H -17.709 -29.011 28.740 0.09
H -22.722 -31.803 28.690 0.08
H -21.312 -32.771 28.565 0.09
H -22.409 -32.427 27.112 0.09
H -18.240 -31.238 24.514 0.09
H -19.044 -29.911 23.778 0.09
H -19.742 -31.559 23.587 0.09
C -18.828 -22.553 32.608 -0.11
O -20.218 -22.644 32.341 -0.21
P -21.118 -21.358 31.966 0.44
O -21.213 -20.320 33.001 -0.23
O -20.534 -20.818 30.520 -0.27
C -20.955 -19.586 29.826 -0.06
O -22.494 -21.973 31.444 -0.21
C -22.483 -22.838 30.397 -0.15
H -18.341 -21.602 32.392 0.09
H -18.336 -23.279 31.961 0.09
H -18.546 -22.845 33.619 0.09
H -20.053 -19.006 29.631 0.08
H -21.720 -18.988 30.322 0.09
H -21.386 -19.899 28.874 0.08
H -21.469 -23.063 30.065 0.09
H -23.094 -22.350 29.637 0.10
H -22.966 -23.759 30.724 0.10
```

No. 4
DFT (ωB97M-V/def2-TZVPD) results for a molecular structure, C23H10Br2Cl2IN2O5RuS4 in a non-equilibrium geometry.

Summary:
LUMO level (alpha / beta): 3.69 / 3.69 eV
total charge: -2
HOMO-LUMO gap (alpha / beta): 5.4 / 5.4 eV
spin multiplicity: 2
energy relative to the best compared isomer or geometry (same formula, charge and spin): 0.5505 eV

XYZ file:
```
50
Properties=species:S:1:pos:R:3:lowdin_spin:R:1
Ru -0.094 0.051 0.005 0.79
Br 3.790 3.326 2.094 0.00
C 2.518 2.202 2.938 0.00
C 2.449 2.188 4.328 0.00
C 1.534 1.401 4.973 0.00
Br 1.512 1.403 6.885 0.00
C 0.638 0.581 4.249 0.00
C -0.308 -0.295 4.832 0.00
C -1.104 -1.054 4.031 0.00
C -1.004 -0.937 2.633 0.00
N -0.154 -0.113 2.067 0.00
C 0.690 0.632 2.838 0.00
C 1.669 1.440 2.110 0.01
O 1.719 1.429 0.856 0.09
H 3.130 2.805 4.899 0.00
H -0.363 -0.380 5.909 0.00
H -1.819 -1.747 4.454 0.00
H -1.626 -1.516 1.966 0.00
O -5.581 4.534 -0.269 0.00
C -4.641 3.771 -0.228 0.00
S -2.959 4.280 -0.046 0.00
C -2.247 2.676 -0.091 0.00
C -3.078 1.648 -0.215 0.00
S -2.534 -0.013 -0.247 -0.02
S -4.792 2.015 -0.341 0.00
S -0.521 2.502 0.072 0.06
Cl -0.027 -3.627 -5.804 0.00
C -0.208 -3.104 -4.137 0.00
C -0.387 -4.040 -3.166 0.00
C -0.534 -3.648 -1.823 0.00
I -0.815 -5.089 -0.347 0.00
C -0.485 -2.322 -1.423 0.00
O -0.663 -1.930 -0.200 0.03
C -0.242 -1.359 -2.473 0.00
N -0.087 -0.067 -2.063 -0.01
C 0.173 0.867 -2.936 0.00
C 0.270 0.586 -4.314 0.00
C 0.120 -0.694 -4.753 0.00
C -0.124 -1.726 -3.820 0.00
H -0.406 -5.089 -3.426 0.00
H 0.312 1.864 -2.538 0.00
H 0.478 1.393 -5.004 0.00
H 0.217 -0.938 -5.802 0.00
Cl 5.470 -0.697 -1.737 0.00
C 4.130 -0.732 -0.529 0.00
C 2.741 -1.049 -1.105 0.00
O 2.592 -1.339 -2.285 0.00
O 1.886 -0.968 -0.162 0.03
H 4.088 0.246 -0.057 0.00
H 4.391 -1.485 0.209 0.00
```

No. 5
DFT (ωB97M-V/def2-TZVPD) results for a molecular structure, C23H10Br2F5IrNO4S.

Summary:
LUMO level (alpha / beta): 0.10 / -3.16 eV
total charge: 0
HOMO-LUMO gap (alpha / beta): 6.4 / 5.6 eV
spin multiplicity: 6
energy relative to the best compared isomer or geometry (same formula, charge and spin): 0.0000 eV

XYZ file:
```
47
Properties=species:S:1:pos:R:3:lowdin_spin:R:1
Ir 0.737 -0.640 -0.422 1.47
O -2.782 -2.630 0.184 0.04
C -2.077 -1.657 0.266 0.01
O -0.781 -1.742 0.079 0.11
C -2.695 -0.351 0.741 0.07
C -3.940 -0.490 1.328 0.00
C -4.668 0.605 1.780 0.11
C -4.165 1.892 1.632 -0.01
C -2.933 2.066 1.042 0.10
C -2.165 0.958 0.605 0.08
S -0.655 1.399 -0.063 0.75
H -4.339 -1.491 1.411 0.00
H -5.637 0.451 2.236 0.01
H -4.734 2.751 1.966 0.00
H -2.523 3.059 0.907 0.01
C 0.203 -2.002 2.771 0.02
C 1.320 -1.012 2.688 0.14
C 2.032 -0.671 3.791 0.09
C 3.113 0.254 3.748 0.25
C 3.469 0.784 2.518 0.03
C 4.558 1.669 2.256 0.30
Br 5.604 2.269 3.684 0.08
C 4.911 2.128 0.963 0.04
C 4.187 1.735 -0.106 0.19
Br 4.591 2.301 -1.838 0.05
C 3.046 0.856 0.097 0.19
O 2.328 0.466 -0.894 0.27
C 2.702 0.412 1.386 0.09
N 1.620 -0.423 1.453 0.26
H 0.279 -2.552 3.708 0.00
H 0.221 -2.708 1.945 0.00
H -0.770 -1.502 2.748 0.01
H 1.768 -1.140 4.730 0.00
H 3.666 0.505 4.641 0.02
H 5.756 2.791 0.839 0.00
F -2.382 -0.321 -6.848 0.01
C -1.676 -0.497 -5.730 0.02
C -2.257 -0.297 -4.499 0.00
F -3.538 0.071 -4.417 0.00
C -1.518 -0.482 -3.349 0.02
F -2.144 -0.316 -2.173 0.01
C -0.183 -0.871 -3.375 0.01
O 0.569 -1.107 -2.300 0.17
C 0.371 -1.075 -4.632 0.02
F 1.646 -1.456 -4.727 0.00
C -0.355 -0.893 -5.791 0.00
F 0.219 -1.096 -6.977 0.00
```

| no. | electronic energy (eV) |
| --- | --- |
| 1 | -105403.8748 |
| 2 | -58599.3478 |
| 3 | -114437.3884 |
| 4 | -256390.4752 |
| 5 | -201035.9978 |